(1)
Molecular formula: C4H14NO6
Method: DFT, ωB97M-V/def2-TZVPD

Values from the calculation:
**Kohn-Sham gap**: 0.339 Ha
**LUMO energy**: 0.1290 Eh
**Energy above the lowest of the compared OMol25 structures with the same formula, charge and spin**: 264.2 kJ/mol

```
! RIJCOSX wB97M-V def2-TZVPD def2/J DEFGRID3
* xyz -1 1
C 0.286 1.210 -1.514
O -0.857 0.749 -2.198
C 1.185 0.152 -0.755
C 0.486 -0.567 0.395
C -0.596 -1.603 -0.096
O -0.259 -2.690 -0.534
O -1.746 -1.095 -0.068
N 2.281 0.896 -0.040
H 0.962 1.618 -2.211
H -0.183 1.803 -0.536
H -1.397 0.182 -1.582
H 1.551 -0.552 -1.402
H 0.169 0.185 1.166
H 1.425 -1.227 0.646
H 2.749 1.537 -0.600
H 1.941 1.296 0.788
H -2.651 0.275 -0.011
H -3.300 0.278 1.351
O -3.246 0.870 0.639
H -1.758 1.529 1.884
H -1.292 2.239 0.831
O -0.968 2.052 1.681
H 2.231 -2.480 1.018
H 1.083 -3.305 0.270
O 1.904 -3.354 0.877
*
```

---

(2)
Molecular formula: C4H14NO7
Method: DFT, ωB97M-V/def2-TZVPD

Values from the calculation:
**Kohn-Sham gap**: 0.331 Ha
**LUMO energy**: 0.1184 Eh
**Energy above the lowest of the compared OMol25 structures with the same formula, charge and spin**: 0.0 kJ/mol

```
! RIJCOSX wB97M-V def2-TZVPD def2/J DEFGRID3
* xyz -1 1
O -0.603 -2.364 -0.173
C 0.388 -1.723 -0.581
O 0.473 -1.048 -1.636
C 1.628 -1.713 0.326
C 1.593 -0.564 1.298
C 0.835 -0.691 2.614
N -0.492 -0.901 2.481
O 1.360 -0.452 3.688
H 1.590 -2.698 0.801
H 2.555 -1.933 -0.193
H 1.192 0.303 0.769
H 2.574 -0.244 1.653
H -1.003 -1.072 1.620
H -1.027 -1.138 3.302
H -0.259 0.146 -2.566
H -1.531 0.729 -3.356
O -0.873 0.915 -2.680
H -2.326 0.110 -0.477
H -2.090 -1.426 -0.341
O -2.675 -0.683 -0.061
H -1.848 2.194 -2.136
H -2.568 3.232 -1.297
O -2.735 2.619 -2.022
H 2.573 2.531 -0.757
H 1.380 2.736 0.217
O 1.889 3.138 -0.492
*
```

---

(3)
Molecular formula: C4H14NOS
Method: DFT, ωB97M-V/def2-TZVPD

Values from the calculation:
**Kohn-Sham gap**: 0.173 Ha
**LUMO energy**: -0.3052 Eh
**Energy above the lowest of the compared OMol25 structures with the same formula, charge and spin**: 592.2 kJ/mol

```
! RIJCOSX wB97M-V def2-TZVPD def2/J DEFGRID3
* xyz 1 1
C 2.037 0.155 -1.062
C 0.992 0.202 0.090
C -0.302 0.774 -0.444
C -1.388 0.874 0.588
S -1.228 2.169 1.835
N 0.708 -1.074 0.790
H 1.712 -0.439 -1.920
H 2.906 -0.444 -0.762
H 2.457 1.091 -1.433
H 1.321 0.903 0.857
H -0.052 1.791 -0.847
H -0.687 0.307 -1.361
H -1.440 -0.124 1.068
H -2.314 1.128 0.020
H 0.741 2.535 1.330
H 0.574 -1.888 0.192
H -2.328 2.007 2.579
H 1.284 -1.218 1.607
H -1.863 -2.984 -0.297
H -1.757 -3.142 -1.776
O -1.374 -2.623 -1.056
*
```

---

(4)
Molecular formula: C4H14NS
Method: DFT, ωB97M-V/def2-TZVPD

Values from the calculation:
**Kohn-Sham gap**: 0.348 Ha
**LUMO energy**: -0.1274 Eh
**Energy above the lowest of the compared OMol25 structures with the same formula, charge and spin**: 73.5 kJ/mol

```
! RIJCOSX wB97M-V def2-TZVPD def2/J DEFGRID3
* xyz 1 1
C -1.454 -0.779 0.685
C -2.519 -1.634 1.406
S -0.492 0.196 1.898
H -0.738 -1.426 0.201
H -1.997 -0.179 -0.044
H -3.451 -1.540 0.853
H -1.497 0.495 2.726
H -2.671 -1.409 2.459
H -2.437 -2.729 1.389
C 1.962 1.034 -1.439
C 1.499 -0.417 -1.435
N 1.372 1.866 -0.332
H 3.038 1.116 -1.433
H 1.588 1.480 -2.363
H 2.330 -1.108 -1.585
H 0.800 -0.694 -2.220
H 0.418 1.625 -0.025
H 1.995 1.955 0.468
H 1.231 2.800 -0.725
H 1.024 -0.653 -0.484
*
```

---

(5)
Molecular formula: C4H14NS2
Method: DFT, ωB97M-V/def2-TZVPD

Values from the calculation:
**Kohn-Sham gap (alpha / beta)**: 0.143 / 0.348 Ha
**LUMO energy (alpha / beta)**: 0.0189 / 0.0153 Eh
**Energy above the lowest of the compared OMol25 structures with the same formula, charge and spin**: 73.0 kJ/mol

```
! RIJCOSX wB97M-V def2-TZVPD def2/J DEFGRID3
* xyz 0 2
C -1.499 1.567 -0.272
C -1.840 0.402 0.666
N -0.610 -0.176 1.289
C -0.823 -1.425 2.038
H -0.840 1.248 -1.096
H -2.436 1.845 -0.750
H -0.976 2.318 0.313
H -2.461 0.714 1.509
H -2.324 -0.400 0.112
H -0.103 0.569 1.895
H 0.027 -0.348 0.499
H -1.481 -1.245 2.886
H 0.135 -1.752 2.446
H -1.222 -2.159 1.341
C 2.788 -0.424 -1.013
S 3.149 0.399 -2.595
S 1.246 0.878 -3.215
H 2.641 0.316 -0.225
H 3.654 -1.042 -0.772
H 1.905 -1.051 -1.125
H 1.068 -0.235 -3.930
*
```

---

(6)
Molecular formula: C4H14O2
Method: DFT, ωB97M-V/def2-TZVPD

Values from the calculation:
**Kohn-Sham gap**: 0.420 Ha
**LUMO energy**: 0.0275 Eh
**Energy above the lowest of the compared OMol25 structures with the same formula, charge and spin**: 171.0 kJ/mol
**Structure (SMILES)**: CCCC.O.O

```
! RIJCOSX wB97M-V def2-TZVPD def2/J DEFGRID3
* xyz 0 1
C -0.313 1.464 -1.030
C 0.226 2.170 0.204
C 0.776 1.111 1.277
C -0.083 -0.115 1.488
H -1.322 1.274 -0.918
H 0.109 0.440 -1.187
H -0.028 2.151 -1.838
H -0.428 2.701 0.753
H 1.134 2.841 0.025
H 1.091 1.668 2.196
H 1.693 0.889 0.739
H 0.207 -0.751 2.406
H -0.285 -0.691 0.563
H -1.113 0.327 1.750
H 1.657 -2.039 0.102
H 1.427 -1.091 -1.052
O 1.259 -1.877 -0.738
H -2.113 -2.423 -0.167
H -0.877 -1.715 -0.909
O -1.858 -2.043 -1.024
*
```

---

(7)
Molecular formula: C4H14O2S2
Method: DFT, ωB97M-V/def2-TZVPD

Values from the calculation:
**Kohn-Sham gap**: 0.339 Ha
**LUMO energy**: 0.0209 Eh
**Energy above the lowest of the compared OMol25 structures with the same formula, charge and spin**: 38.8 kJ/mol
**Structure (SMILES)**: CCCSSC.O.O

```
! RIJCOSX wB97M-V def2-TZVPD def2/J DEFGRID3
* xyz 0 1
C 1.130 0.476 0.826
C -0.236 0.274 0.183
C 1.201 0.230 2.316
S 1.620 -1.476 2.878
S 0.715 -2.789 1.718
C 1.684 -3.206 0.270
H 1.904 -0.062 0.275
H 1.457 1.489 0.625
H -0.982 0.983 0.531
H -0.153 0.324 -0.906
H -0.563 -0.745 0.380
H 1.860 0.891 2.884
H 0.223 0.376 2.767
H 1.370 -4.194 -0.046
H 1.633 -2.460 -0.509
H 2.758 -3.223 0.464
H -2.799 6.092 -4.888
H -1.469 5.646 -5.515
O -2.414 5.463 -5.505
H -4.777 3.844 -5.173
H -3.825 3.026 -4.462
O -4.787 3.074 -4.583
*
```

---

(8)
Molecular formula: C4H14O3
Method: DFT, ωB97M-V/def2-TZVPD

Values from the calculation:
**Kohn-Sham gap (alpha / beta)**: 0.110 / 0.343 Ha
**LUMO energy (alpha / beta)**: 0.1432 / 0.1399 Eh
**Energy above the lowest of the compared OMol25 structures with the same formula, charge and spin**: 140.1 kJ/mol

```
! RIJCOSX wB97M-V def2-TZVPD def2/J DEFGRID3
* xyz -1 2
C 1.732 -0.743 -3.141
C 0.509 -1.054 -2.508
C -0.615 -0.327 -2.776
C -1.904 -0.657 -1.997
H 1.772 0.006 -3.875
H 2.537 -0.468 -2.405
H 2.105 -1.753 -3.341
H 0.559 -1.865 -1.646
H -0.511 0.604 -3.302
H -2.138 -1.729 -1.920
H -1.794 -0.193 -0.926
H -2.690 -0.079 -2.508
H 1.300 0.466 4.199
H 0.721 -0.214 3.056
O 0.582 -0.170 4.065
H -1.788 1.459 2.852
H -0.683 1.389 3.887
O -1.158 1.991 3.278
H 1.136 0.327 0.206
H 0.000 0.929 0.987
O 0.719 0.406 1.067
*
```

---

(9)
Molecular formula: C4H14O3
Method: DFT, ωB97M-V/def2-TZVPD

Values from the calculation:
**Kohn-Sham gap**: 0.344 Ha
**LUMO energy**: 0.0174 Eh
**Energy above the lowest of the compared OMol25 structures with the same formula, charge and spin**: 82.9 kJ/mol
**Structure (SMILES)**: C/C=C/C.O.O.O

```
! RIJCOSX wB97M-V def2-TZVPD def2/J DEFGRID3
* xyz 0 1
C -1.474 0.202 -3.248
C -1.362 0.199 -1.768
C -2.415 0.133 -0.953
C -2.392 0.464 0.496
H -1.355 1.206 -3.643
H -2.442 -0.215 -3.548
H -0.727 -0.422 -3.747
H -0.408 0.384 -1.269
H -3.380 0.082 -1.467
H -3.248 0.105 1.050
H -2.302 1.525 0.759
H -1.541 -0.034 0.970
H 2.181 -1.100 0.911
H 0.930 -1.830 0.378
O 1.233 -0.982 0.722
H 0.302 1.483 2.484
H 0.902 0.870 1.261
O 0.917 1.697 1.771
H 4.632 -1.166 1.342
H 3.910 -0.973 2.686
O 3.823 -1.387 1.817
*
```

---

(10)
Molecular formula: C4H14O3
Method: DFT, ωB97M-V/def2-TZVPD

Values from the calculation:
**Kohn-Sham gap**: 0.255 Ha
**LUMO energy**: -0.0667 Eh
**Energy above the lowest of the compared OMol25 structures with the same formula, charge and spin**: 576.5 kJ/mol

```
! RIJCOSX wB97M-V def2-TZVPD def2/J DEFGRID3
* xyz 0 1
C -0.080 1.806 -0.533
C -0.558 0.650 -1.014
C -0.188 0.049 -2.344
C -0.450 2.227 0.874
H 0.667 2.336 -1.124
H -1.156 0.090 -0.269
H -0.041 -0.989 -2.150
H 0.712 0.608 -2.766
H -1.058 0.190 -3.018
H 0.458 2.680 1.336
H -1.121 3.012 0.683
H -0.808 1.344 1.443
H -0.966 -2.232 1.450
H 1.031 0.327 -0.032
O -0.723 -1.484 0.910
H 1.071 -3.039 -0.867
H 0.038 -1.896 -0.069
O 0.573 -2.239 -1.074
H 0.413 -0.507 2.017
H 0.902 -0.264 3.328
O 1.090 -0.034 2.432
*
```

---

no.,E_tot (a.u.)
1,-667.04200
2,-742.37883
3,-688.53714
4,-613.47222
5,-1011.79020
6,-311.21485
7,-1107.63540
8,-386.41917
9,-386.49521
10,-386.30718